1.
Formula: C13H19F7O8S
Source: the Open Molecules 2025 dataset
Level of theory: ωB97M-V/def2-TZVPD

Last column: Löwdin charge in e.
Positions of all 48 atoms, in Å:
1 C 2.1007 0.2618 1.2347  -0.021
2 C 1.3541 1.5752 1.3601  -0.365
3 F 0.9304 1.9933 0.0972  -0.024
4 C 0.1430 1.5007 2.2890  -0.062
5 C -1.0163 0.7968 1.6221  -0.346
6 C -2.1552 1.5950 1.0441  -0.089
7 O -3.0304 0.5368 0.5444  -0.180
8 S -2.7875 -0.7957 1.3772  0.595
9 O -2.0999 -1.7455 0.5728  -0.231
10 O -3.9442 -1.2207 2.0694  -0.206
11 O -1.7468 -0.1565 2.4204  -0.143
12 H 3.0974 0.4241 0.8297  0.086
13 H 2.2285 -0.1865 2.2160  0.087
14 H 1.5857 -0.4204 0.5618  0.088
15 H 2.0218 2.3320 1.7722  0.143
16 H -0.1230 2.4838 2.6766  0.129
17 H 0.4466 0.9045 3.1489  0.133
18 H -0.5910 0.2588 0.7688  0.134
19 H -2.6651 2.1136 1.8552  0.143
20 H -1.9097 2.2236 0.1981  0.138
21 C 0.4198 -4.9371 0.2707  -0.054
22 C 0.1028 -4.6207 1.7146  -0.186
23 O 1.1008 -5.1683 2.6047  0.040
24 C 2.2066 -4.4602 2.7344  -0.407
25 O 2.4657 -3.4184 2.2077  0.160
26 C 3.1499 -5.1544 3.7357  -0.560
27 F 3.2364 -6.4628 3.4954  0.172
28 F 2.6911 -4.9872 4.9804  0.170
29 F 4.3673 -4.6340 3.6663  0.176
30 H 0.5317 -6.0129 0.1319  0.084
31 H -0.3837 -4.5791 -0.3712  0.083
32 H 1.3500 -4.4630 -0.0412  0.078
33 H -0.8353 -5.0829 2.0106  0.129
34 H 0.0119 -3.5484 1.8795  0.116
35 C 0.3435 2.5733 -2.9741  -0.062
36 C -0.9787 2.4594 -3.6995  -0.189
37 O -1.5684 3.7567 -3.9247  0.033
38 C -1.1008 4.4351 -4.9599  -0.406
39 O -0.2521 4.0895 -5.7243  0.174
40 C -1.8564 5.7724 -5.0817  -0.560
41 F -1.9694 6.3748 -3.8959  0.168
42 F -3.0865 5.5563 -5.5579  0.171
43 F -1.2245 6.5913 -5.9087  0.179
44 H 0.2239 3.1290 -2.0449  0.069
45 H 0.7302 1.5827 -2.7396  0.083
46 H 1.0814 3.0970 -3.5809  0.081
47 H -1.7043 1.9188 -3.0952  0.123
48 H -0.8765 1.9322 -4.6468  0.126

## Properties
Frontier orbital gap ... 11.8 eV
E_HOMO ... -11.42 eV
Molecular weight ... 468.34 g mol⁻¹
Multiplicity ... 1
Net charge ... 0
LUMO energy ... 0.40 eV
E_tot ... -60026.8557 eV



2.
Formula: C9H56CdNO20
Source: the Open Molecules 2025 dataset
Level of theory: ωB97M-V/def2-TZVPD

Last column: Löwdin charge in e.
Positions of all 87 atoms, in Å:
1 Cd -25.2727 21.4117 10.6270  0.566
2 C -23.9320 15.5581 14.7832  -0.004
3 C -22.4507 15.9711 14.6497  -0.461
4 C -21.6032 14.7611 15.1650  -0.127
5 C -21.5410 13.5786 14.1587  -0.173
6 C -21.0442 14.0322 12.7985  -0.154
7 C -21.8238 15.2378 12.1805  -0.430
8 N -22.0033 16.2573 13.2509  0.110
9 O -22.3683 17.6149 12.7600  0.075
10 C -23.1943 14.7288 11.5762  0.033
11 C -20.8717 15.7258 11.0610  -0.024
12 C -21.9882 17.0940 15.5908  -0.019
13 H -24.1628 15.2197 15.7933  0.100
14 H -24.3558 14.7214 14.2279  0.084
15 H -24.5419 16.4415 14.5941  0.100
16 H -22.1167 14.3189 16.0186  0.124
17 H -20.5896 15.0458 15.4470  0.122
18 H -22.4706 13.0370 13.9836  0.113
19 H -20.8926 12.8750 14.6808  0.120
20 H -21.1491 13.1387 12.1830  0.124
21 H -19.9622 14.1342 12.8814  0.124
22 H -24.0177 15.0954 12.1892  0.072
23 H -23.1669 13.6420 11.4965  0.093
24 H -23.3071 15.0612 10.5443  0.091
25 H -21.4210 16.4089 10.4131  0.088
26 H -20.4598 14.9199 10.4536  0.100
27 H -19.9394 16.1087 11.4762  0.086
28 H -20.9104 17.2519 15.6293  0.094
29 H -22.3926 16.8620 16.5761  0.104
30 H -22.4518 18.0150 15.2376  0.082
31 O -18.4612 22.1539 13.5128  -0.047
32 H -19.3239 21.8467 13.2343  0.022
33 H -17.9948 21.3586 13.7702  0.022
34 O -18.2670 11.5251 19.5196  -0.058
35 H -19.0269 11.4300 20.0939  0.029
36 H -18.0226 10.6275 19.2943  0.030
37 O -21.4356 19.4897 4.3592  -0.056
38 H -21.5087 18.5866 4.0505  0.027
39 H -20.6881 19.8473 3.8802  0.031
40 O -18.2422 21.9684 19.0113  -0.051
41 H -18.9846 21.7316 18.4553  0.023
42 H -17.8575 21.1303 19.2678  0.028
43 O -24.8870 19.2997 7.3345  -0.100
44 H -25.5441 18.7855 6.8654  0.029
45 H -24.1537 19.3672 6.7229  0.025
46 O -17.3110 15.6399 21.6831  -0.051
47 H -16.7703 14.8584 21.5684  0.029
48 H -18.1120 15.4514 21.1940  0.022
49 O -22.4781 23.2522 9.0114  -0.116
50 H -21.5840 22.9126 9.0493  0.025
51 H -22.3899 24.1158 8.6081  0.032
52 O -27.9785 19.0347 12.2625  -0.101
53 H -28.2366 18.1996 11.8723  0.023
54 H -28.4160 19.0472 13.1138  0.026
55 O -24.2750 8.8321 17.6212  -0.051
56 H -23.8518 9.6880 17.6884  0.021
57 H -23.5515 8.2143 17.5157  0.029
58 O -29.7335 15.3105 10.2759  -0.057
59 H -30.4647 15.1629 9.6760  0.032
60 H -29.8026 14.6033 10.9172  0.027
61 O -13.5975 14.3569 10.0900  -0.054
62 H -14.1475 15.0542 10.4470  0.024
63 H -13.4536 14.6080 9.1776  0.029
64 O -26.6579 19.9905 19.4477  -0.053
65 H -26.2343 19.8660 18.5984  0.022
66 H -26.0604 20.5597 19.9326  0.031
67 O -26.3638 10.7812 5.5472  -0.053
68 H -27.0311 11.2465 5.0428  0.029
69 H -26.0526 11.4243 6.1842  0.024
70 O -17.1082 17.9142 13.8163  -0.043
71 H -17.9579 17.9323 13.3759  0.013
72 H -17.1436 17.1374 14.3744  0.029
73 O -30.2531 17.9623 16.2460  -0.054
74 H -30.3024 17.0607 15.9282  0.026
75 H -29.8856 17.8866 17.1266  0.030
76 O -25.1755 23.4685 13.7226  -0.118
77 H -24.4523 23.9281 14.1490  0.029
78 H -25.9218 23.6005 14.3074  0.030
79 O -21.5741 6.1599 14.8741  -0.055
80 H -21.6312 6.8284 14.1914  0.025
81 H -21.3741 5.3515 14.4021  0.032
82 O -15.1358 13.8252 16.7564  -0.053
83 H -15.8097 13.2285 17.0821  0.022
84 H -14.6870 13.3295 16.0715  0.030
85 O -18.0944 21.6552 7.7346  -0.054
86 H -17.8068 21.0717 7.0324  0.028
87 H -17.5810 21.3854 8.4962  0.027

## Properties
Frontier orbital gap ... 2.4 eV
E_HOMO ... -9.67 eV
Molecular weight ... 610.95 g mol⁻¹
Multiplicity ... 1
Net charge ... +1
ΔE to the lowest compared entry with this formula, charge and spin ... 6.047 eV
LUMO energy ... -7.22 eV
E_tot ... -57232.5436 eV



3.
Formula: C4H7NO
Source: the Open Molecules 2025 dataset
Level of theory: ωB97M-V/def2-TZVPD

Last column: Löwdin charge in e.
Positions of all 13 atoms, in Å:
1 H 2.8532 0.7409 -0.0832  0.062
2 N 2.3822 -0.0753 0.3170  0.148
3 C 1.1321 0.0736 0.1977  -0.478
4 C 0.0672 -0.9042 0.6531  -0.073
5 C -1.1277 -0.4750 -0.4776  -0.096
6 C -0.8397 1.0064 -0.4619  -0.202
7 O 0.5733 1.1421 -0.4355  -0.029
8 H 0.5524 -1.9121 0.6694  0.126
9 H -0.3419 -0.7086 1.6312  0.098
10 H -2.2015 -0.6679 -0.3290  0.111
11 H -0.5729 -1.2593 -0.9291  0.079
12 H -1.2478 1.3789 0.4971  0.127
13 H -1.2291 1.6605 -1.2491  0.126

## Properties
Frontier orbital gap ... 10.8 eV
E_HOMO ... -9.89 eV
SMILES string ... [H]/N=C1/CCCO1
Molecular weight ... 85.11 g mol⁻¹
Multiplicity ... 1
Net charge ... 0
ΔE to the lowest compared entry with this formula, charge and spin ... 2.427 eV
LUMO energy ... 0.96 eV
E_tot ... -7797.2172 eV



4.
Formula: C54H66BN6O6PSSn
Source: the Open Molecules 2025 dataset
Level of theory: ωB97M-V/def2-TZVPD

Last column: Löwdin charge in e.
Positions of all 136 atoms, in Å:
1 Sn 0.4804 0.2852 -0.5927  1.277
2 C 1.8524 -0.1059 7.3293  -0.056
3 C 1.8008 -1.1533 6.2081  -0.556
4 C 0.7256 -2.1904 6.5506  -0.063
5 C 3.1508 -1.8767 6.1523  -0.073
6 C 1.4869 -0.4502 4.8822  -0.206
7 C 2.5161 -0.0908 3.9873  -0.067
8 C 2.1440 0.5207 2.8007  -0.183
9 N 0.9054 0.8152 2.4329  0.068
10 C -0.1192 0.5258 3.3047  -0.223
11 C 0.1963 -0.1269 4.5495  0.008
12 C -1.4186 0.8953 2.9550  -0.190
13 C -2.5323 0.9465 3.8400  -0.004
14 C -3.8105 1.1104 3.4001  -0.200
15 C -3.9930 1.0877 1.9360  -0.058
16 C -2.9527 1.1758 1.1026  -0.075
17 N -1.6287 1.3986 1.6080  0.064
18 C -5.0137 1.3479 4.2996  -0.577
19 C -5.4880 2.8012 4.1366  -0.063
20 C -6.1809 0.4179 3.9230  -0.070
21 C -4.6802 1.1107 5.7713  -0.084
22 H 2.0645 -0.5799 8.2953  0.074
23 H 0.8997 0.4232 7.3994  0.081
24 H 2.6312 0.6331 7.1255  0.084
25 H 1.0167 -2.7471 7.4482  0.075
26 H 0.5953 -2.8993 5.7291  0.073
27 H -0.2418 -1.7260 6.7460  0.071
28 H 3.3196 -2.4170 7.0895  0.075
29 H 3.9783 -1.1797 6.0156  0.071
30 H 3.1767 -2.5959 5.3288  0.076
31 H 3.5586 -0.3050 4.1706  0.077
32 H 2.9103 0.7804 2.0724  0.089
33 H -0.6224 -0.3983 5.2042  0.088
34 H -2.3364 0.8279 4.9026  0.092
35 H -4.9693 0.8988 1.4984  0.094
36 H -3.0483 1.1099 0.0189  0.114
37 H -5.7745 2.9952 3.0998  0.077
38 H -4.6777 3.4875 4.3912  0.083
39 H -6.3515 3.0165 4.7806  0.071
40 H -6.5716 0.6401 2.9281  0.067
41 H -7.0063 0.5279 4.6354  0.070
42 H -5.8548 -0.6255 3.9271  0.084
43 H -3.9240 1.8138 6.1275  0.079
44 H -4.3023 0.0972 5.9310  0.083
45 H -5.5795 1.2425 6.3819  0.072
46 O 4.4562 2.5489 -0.2930  -0.015
47 C 3.5253 1.8094 -0.4768  -0.579
48 N 2.6149 1.0741 -0.6585  -0.028
49 C -0.6603 5.0393 -1.3123  -0.004
50 C -0.2106 4.3217 -0.0532  -0.466
51 C 1.2997 4.1275 -0.0592  -0.007
52 O -0.7911 3.0100 -0.0373  0.067
53 B -1.1061 2.6924 1.2775  -0.775
54 O -0.8972 3.7783 2.1242  0.158
55 C -0.7584 4.9301 1.2718  -0.480
56 C -2.1536 5.5189 1.1006  -0.012
57 C 0.1667 5.9259 1.9363  -0.012
58 H -0.1678 4.5873 -2.1768  0.083
59 H -0.3907 6.0991 -1.2737  0.087
60 H -1.7374 4.9462 -1.4497  0.087
61 H 1.5556 3.4590 -0.8830  0.073
62 H 1.6404 3.6533 0.8640  0.102
63 H 1.8290 5.0752 -0.1914  0.094
64 H -2.8174 4.8113 0.5991  0.098
65 H -2.1314 6.4509 0.5304  0.083
66 H -2.5670 5.7163 2.0917  0.091
67 H 1.1197 5.4674 2.1973  0.087
68 H -0.2991 6.2962 2.8527  0.086
69 H 0.3533 6.7767 1.2740  0.087
70 N 1.0387 -1.2867 -1.9166  -0.367
71 P 1.4437 -2.4071 -2.8396  0.689
72 C 1.4983 -1.9423 -4.6168  -0.272
73 C 1.9580 -2.7869 -5.6237  -0.094
74 C 1.9856 -2.3590 -6.9440  -0.106
75 C 1.5559 -1.0746 -7.2634  -0.109
76 C 1.1100 -0.2228 -6.2624  -0.080
77 C 1.0828 -0.6519 -4.9377  -0.051
78 C 3.1425 -3.0661 -2.5858  -0.276
79 C 4.0773 -2.1319 -2.1243  -0.073
80 C 5.3800 -2.5215 -1.8489  -0.082
81 C 5.7627 -3.8492 -2.0156  -0.109
82 C 4.8421 -4.7825 -2.4688  -0.104
83 C 3.5369 -4.3890 -2.7553  -0.105
84 C 0.3945 -3.9172 -2.8634  -0.274
85 C 0.4599 -4.8164 -1.7987  -0.095
86 C -0.5001 -5.8049 -1.6383  -0.086
87 C -1.5493 -5.9070 -2.5438  -0.101
88 C -1.6285 -5.0209 -3.6079  -0.095
89 C -0.6664 -4.0297 -3.7605  -0.092
90 H 2.2969 -3.7879 -5.3745  0.100
91 H 2.3449 -3.0212 -7.7229  0.090
92 H 1.5787 -0.7382 -8.2935  0.090
93 H 0.7889 0.7823 -6.5092  0.087
94 H 0.7724 0.0042 -4.1279  0.071
95 H 3.7504 -1.1114 -1.9383  0.091
96 H 6.0930 -1.7907 -1.4862  0.101
97 H 6.7743 -4.1573 -1.7781  0.090
98 H 5.1337 -5.8192 -2.5908  0.090
99 H 2.8233 -5.1241 -3.1102  0.094
100 H 1.2639 -4.7339 -1.0755  0.096
101 H -0.4411 -6.4817 -0.7939  0.097
102 H -2.3110 -6.6656 -2.4092  0.093
103 H -2.4542 -5.0831 -4.3065  0.097
104 H -0.7472 -3.3276 -4.5825  0.106
105 S -4.3644 -2.3202 0.0586  0.956
106 C -3.6849 -2.2658 -1.5126  -0.416
107 C -2.3602 -2.0072 -1.4246  -0.265
108 N -1.8701 -1.8655 -0.1397  -0.010
109 C -2.8188 -2.0020 0.7281  -0.506
110 H -4.2948 -2.3623 -2.3959  0.060
111 H -1.6743 -1.8673 -2.2467  0.075
112 H -2.6837 -1.8916 1.7989  0.075
113 C 2.6601 -3.7792 2.0586  -0.143
114 C 1.2733 -4.0871 2.6698  -0.143
115 C 0.3414 -3.0719 1.9925  -0.202
116 O 1.1831 -2.0110 1.5866  -0.193
117 C 2.3838 -2.5988 1.1183  -0.203
118 H 3.0736 -4.6278 1.5082  0.096
119 H 3.3750 -3.5029 2.8345  0.091
120 H 1.2868 -3.9277 3.7495  0.080
121 H 0.9512 -5.1150 2.4855  0.097
122 H -0.4045 -2.6534 2.6695  0.115
123 H -0.1698 -3.4998 1.1239  0.099
124 H 3.1565 -1.8288 1.1291  0.122
125 H 2.2506 -2.9284 0.0885  0.079
126 O -4.1628 0.8540 -3.0344  0.001
127 C -3.0254 1.2072 -3.3067  -0.518
128 C -2.7087 2.0036 -4.5802  -0.103
129 C -1.2141 2.2575 -4.4676  -0.095
130 C -0.8543 1.5523 -3.1651  -0.557
131 O 0.3234 1.5406 -2.7609  -0.152
132 N -1.8993 0.9654 -2.5641  0.158
133 H -3.3219 2.9052 -4.5949  0.105
134 H -2.9869 1.3991 -5.4446  0.106
135 H -0.9380 3.3105 -4.3895  0.106
136 H -0.6240 1.8230 -5.2765  0.082

## Properties
Frontier orbital gap ... 3.9 eV
E_HOMO ... 0.05 eV
Molecular weight ... 1087.72 g mol⁻¹
Multiplicity ... 1
Net charge ... -2
ΔE to the lowest compared entry with this formula, charge and spin ... 0.214 eV
LUMO energy ... 3.98 eV
E_tot ... -104933.2323 eV